Computed, not measured: a 7-piece molecular cluster, C17H48N4O7 overall, with ωB97M-V/def2-TZVPD.

Results
E_tot: -1421.98956 Ha
SMILES: NC(N)=O.NC(N)=O.CC(C)O.CC(C)O.CC(C)O.CC(C)O.CC(C)O
Maximum force: 10.84 eV/Å
Charge: 0

```
76
Properties=species:S:1:pos:R:3:lowdin_charge:R:1
C -0.0089 -2.5441 -1.7224 -0.634
O 1.1471 -3.2591 -1.6584 -0.065
N -0.8269 -2.3361 -0.7404 0.158
N -0.4689 -1.9351 -2.7434 0.134
H -0.5699 -2.8651 0.0776 0.096
H -1.5049 -1.5631 -0.6124 0.113
H 0.1531 -1.9811 -3.5554 0.094
H -1.4609 -1.8201 -2.9854 0.153
C -1.7039 1.0119 -0.5554 -0.585
O -2.4499 2.1909 -0.3804 -0.109
N -1.0799 0.4239 0.4176 0.189
N -1.4559 0.4199 -1.6964 0.143
H -1.1719 0.8309 1.3516 0.086
H -0.4389 -0.3131 0.3256 0.044
H -1.7899 0.9679 -2.4684 0.133
H -0.9899 -0.4501 -1.8954 0.040
C -1.0949 3.5009 2.7586 -0.027
C -1.3439 2.1499 3.4056 -0.655
C -2.7549 1.6339 3.1676 -0.026
O -0.4799 1.2449 3.2346 -0.016
H -1.6879 4.1879 3.3716 0.085
H -1.5339 3.5589 1.7676 0.065
H -0.0339 3.8449 2.7256 0.088
H -1.4079 2.3259 4.4516 0.120
H -2.8519 1.1839 2.1956 0.056
H -3.4679 2.4469 3.2976 0.096
H -2.9799 0.8719 3.9146 0.068
H 0.3541 1.6199 3.6436 0.159
C 1.5991 2.3169 0.5486 -0.053
C 0.9451 2.9069 -0.6784 -0.667
C 1.7941 4.0479 -1.1524 -0.044
O 0.7751 2.1329 -1.6294 0.009
H 2.5021 1.7459 0.3516 0.081
H 0.9731 1.7949 1.2636 0.035
H 1.7781 3.0949 1.2956 0.075
H -0.0589 3.3309 -0.3374 0.151
H 2.7781 3.7609 -1.5814 0.102
H 1.8811 4.6839 -0.3294 0.054
H 1.3271 4.6439 -1.9224 0.078
H 0.1281 1.3909 -1.4234 0.085
C -2.6239 -3.5381 1.5566 -0.017
C -1.7789 -2.5201 2.3996 -0.632
C -2.6609 -1.9561 3.5106 -0.042
O -0.6979 -2.8891 2.8596 0.030
H -3.4949 -3.1381 1.0646 0.083
H -2.8389 -4.3611 2.2236 0.082
H -2.1379 -3.9931 0.7406 0.040
H -1.4969 -1.6261 1.7786 0.122
H -3.1909 -2.6411 4.1526 0.077
H -3.3629 -1.2241 3.0686 0.082
H -2.1669 -1.3221 4.2626 0.083
H -0.9369 -3.4881 3.5736 0.147
C 1.5921 -0.6421 -6.8064 -0.024
C 1.4721 -0.3681 -5.2924 -0.609
C 0.2421 0.3959 -4.8894 -0.028
O 1.4521 -1.4381 -4.6234 -0.016
H 2.3501 -1.3791 -6.9344 0.065
H 1.9681 0.2329 -7.2934 0.069
H 0.6101 -0.9001 -7.2634 0.097
H 2.3851 0.1749 -5.1024 0.141
H 0.1361 1.2829 -5.4524 0.077
H 0.2241 0.5859 -3.7814 0.078
H -0.6489 -0.1551 -5.0504 0.068
H 2.2741 -1.9341 -4.7424 0.147
C 3.8731 -0.9411 2.2526 -0.025
C 2.3941 -1.1131 2.3366 -0.617
C 1.8361 -1.3041 0.9416 -0.030
O 1.9931 -2.1301 2.9666 0.036
H 4.3851 -1.5951 1.5416 0.096
H 4.3301 -1.0781 3.1806 0.062
H 4.0911 0.0379 1.9076 0.067
H 1.9441 -0.2191 2.7776 0.131
H 2.0311 -0.4121 0.2536 0.106
H 0.7631 -1.2781 1.0716 0.035
H 2.1251 -2.1381 0.4446 0.048
H 1.0481 -2.1861 2.8676 0.060
```